This record from the Open Molecules 2025 dataset describes a cluster of 12 separate species, C67H168N12O24 in total in a non-equilibrium geometry. The level of theory is ωB97M-V/def2-TZVPD.

Results
LUMO = 0.58 eV
highest occupied orbital energy = -0.293 Ha
Kohn-Sham gap = 8.549 eV
strongest force on any atom = 3.49 eV/Å

Each line ends with the Mulliken charge.
Element x y z (Å)
1 C 16.599 20.190 20.907  0.798
2 N 17.991 19.591 20.906  0.955
3 O 18.088 18.440 20.658  -0.611
4 O 18.904 20.379 21.133  -0.276
5 H 16.368 20.361 21.958  0.021
6 H 15.931 19.491 20.403  -0.816
7 H 16.608 21.163 20.414  -0.122
8 C 21.902 13.858 25.254  -0.641
9 O 22.016 13.632 23.879  -0.451
10 C 21.878 14.841 23.155  -0.227
11 C 22.333 14.596 21.716  -0.614
12 N 21.472 13.597 21.116  -0.040
13 C 21.819 13.331 19.736  -0.393
14 C 23.235 12.737 19.521  -0.311
15 O 23.452 11.427 20.059  -0.443
16 C 22.485 10.455 19.761  -0.711
17 H 22.324 14.732 25.752  0.107
18 H 22.348 12.997 25.751  0.315
19 H 20.826 13.918 25.418  0.298
20 H 22.572 15.606 23.503  0.314
21 H 20.909 15.341 23.173  0.084
22 H 23.321 14.177 21.908  0.261
23 H 22.451 15.528 21.163  0.330
24 H 21.396 12.803 21.735  0.343
25 H 21.773 14.283 19.208  -0.376
26 H 20.988 12.728 19.370  0.541
27 H 24.001 13.374 19.962  0.240
28 H 23.492 12.718 18.462  0.467
29 H 22.289 10.350 18.694  0.285
30 H 21.549 10.764 20.227  0.287
31 H 22.801 9.541 20.264  0.255
32 C 14.645 24.580 21.537  -1.081
33 O 15.615 23.659 22.061  0.175
34 C 16.087 24.087 23.300  -0.833
35 C 16.434 22.887 24.177  0.110
36 N 17.297 23.245 25.324  -0.282
37 C 17.652 22.061 26.144  -0.140
38 C 18.514 22.462 27.393  -0.706
39 O 18.713 21.297 28.188  -0.234
40 C 19.727 21.413 29.164  -0.881
41 H 14.032 24.202 20.719  0.107
42 H 15.209 25.474 21.270  0.362
43 H 13.889 24.838 22.279  0.475
44 H 15.355 24.665 23.865  0.366
45 H 16.925 24.767 23.149  0.257
46 H 16.976 22.194 23.534  -0.216
47 H 15.559 22.393 24.600  0.404
48 H 18.078 23.764 24.949  0.198
49 H 18.363 21.451 25.587  -0.099
50 H 16.786 21.504 26.503  0.529
51 H 17.918 23.206 27.922  0.407
52 H 19.419 22.920 26.996  0.189
53 H 19.416 22.188 29.864  0.365
54 H 20.683 21.663 28.704  0.347
55 H 19.769 20.520 29.788  0.247
56 C 21.603 12.447 13.916  -0.829
57 O 21.851 13.692 14.533  -0.252
58 C 22.695 13.703 15.615  -0.570
59 C 22.825 15.104 16.071  -0.095
60 N 23.803 15.288 17.182  -0.102
61 C 23.998 16.694 17.682  -1.075
62 C 22.674 17.347 18.198  0.848
63 O 23.140 18.387 19.062  -0.544
64 C 22.021 18.909 19.714  -0.420
65 H 22.486 11.909 13.575  0.310
66 H 20.905 12.658 13.105  0.232
67 H 21.081 11.803 14.624  0.338
68 H 23.691 13.269 15.519  0.374
69 H 22.222 13.186 16.449  0.134
70 H 21.875 15.558 16.354  0.022
71 H 23.213 15.736 15.272  0.258
72 H 24.703 15.011 16.816  0.272
73 H 24.233 17.325 16.824  0.303
74 H 24.848 16.599 18.358  0.358
75 H 22.241 16.531 18.776  -0.179
76 H 22.024 17.648 17.377  -0.134
77 H 22.362 19.627 20.460  0.327
78 H 21.315 18.251 20.221  0.240
79 H 21.264 19.432 19.129  0.133
80 C 21.567 18.342 14.513  -0.708
81 O 20.643 17.571 15.287  -0.021
82 C 19.246 17.966 15.359  0.234
83 C 18.411 16.958 16.170  -1.035
84 N 16.973 17.217 16.147  -0.285
85 C 16.592 18.312 17.049  0.754
86 C 15.088 18.496 17.018  -1.036
87 O 14.772 19.635 17.905  0.400
88 C 13.424 19.993 17.839  0.106
89 H 21.318 18.280 13.454  0.393
90 H 22.611 18.074 14.676  0.245
91 H 21.515 19.408 14.736  0.037
92 H 18.782 17.886 14.376  0.216
93 H 19.255 18.981 15.756  -0.083
94 H 18.814 16.720 17.154  0.293
95 H 18.473 15.990 15.673  0.386
96 H 16.582 17.324 15.222  0.303
97 H 17.196 19.200 16.863  -0.207
98 H 16.887 18.030 18.060  -0.269
99 H 14.538 17.647 17.424  0.153
100 H 14.737 18.658 15.999  0.349
101 H 12.790 19.264 18.343  -0.256
102 H 13.095 20.107 16.806  0.191
103 H 13.371 20.925 18.403  -0.258
104 C 12.936 21.379 21.579  -1.063
105 O 12.281 20.073 21.410  0.220
106 C 10.981 20.229 20.752  -1.076
107 C 10.805 18.804 20.223  -0.249
108 N 9.864 18.727 19.177  -0.382
109 C 9.691 17.376 18.530  -1.099
110 C 10.889 17.070 17.611  -0.277
111 O 11.023 18.056 16.562  -0.154
112 C 11.958 17.648 15.523  -1.049
113 H 13.093 21.807 20.588  0.166
114 H 13.923 21.308 22.036  0.202
115 H 12.390 22.120 22.163  0.408
116 H 10.897 20.994 19.980  0.470
117 H 10.133 20.479 21.391  0.334
118 H 10.562 18.238 21.122  0.472
119 H 11.736 18.318 19.930  -0.093
120 H 10.104 19.296 18.378  0.353
121 H 8.828 17.229 17.879  0.372
122 H 9.679 16.662 19.354  0.422
123 H 10.636 16.127 17.126  0.539
124 H 11.772 16.992 18.244  0.117
125 H 12.908 17.245 15.874  0.372
126 H 12.265 18.377 14.773  0.329
127 H 11.571 16.888 14.843  0.472
128 C 19.777 18.603 23.679  -0.552
129 O 20.015 18.055 24.950  0.299
130 C 20.376 19.104 25.875  0.032
131 C 21.134 18.588 27.033  -1.000
132 N 22.395 18.009 26.563  -0.174
133 C 23.185 17.408 27.689  -0.228
134 C 24.558 17.011 27.197  -0.935
135 O 24.492 16.062 26.112  -0.120
136 C 25.544 15.222 25.984  -0.935
137 H 20.770 18.827 23.289  0.641
138 H 19.226 19.544 23.675  -0.188
139 H 19.293 17.962 22.942  0.090
140 H 19.398 19.468 26.188  0.008
141 H 20.999 19.896 25.458  0.003
142 H 20.482 17.847 27.495  -0.072
143 H 21.282 19.377 27.769  0.631
144 H 22.113 17.256 25.952  0.094
145 H 22.696 16.522 28.094  0.080
146 H 23.366 18.121 28.493  0.417
147 H 25.143 16.600 28.020  0.526
148 H 25.193 17.829 26.855  0.344
149 H 26.449 15.751 25.689  0.343
150 H 25.518 14.498 25.170  0.239
151 H 25.668 14.668 26.915  0.381
152 C 20.064 22.428 14.544  -0.886
153 O 19.175 22.145 15.611  -0.145
154 C 19.752 22.329 16.907  -1.491
155 C 18.880 21.739 17.944  1.200
156 N 17.588 22.340 17.928  1.438
157 C 17.523 23.699 18.319  -1.343
158 C 16.097 24.110 18.375  0.183
159 O 15.446 24.169 17.093  -0.355
160 C 14.168 24.742 17.135  -0.737
161 H 19.452 22.323 13.649  0.266
162 H 20.923 21.766 14.433  0.210
163 H 20.433 23.450 14.634  0.353
164 H 20.002 23.370 17.110  0.589
165 H 20.765 21.929 16.879  0.700
166 H 19.391 21.969 18.880  -0.903
167 H 18.810 20.659 17.820  -0.331
168 H 17.245 22.280 16.980  -0.653
169 H 18.077 24.397 17.691  0.481
170 H 18.121 23.898 19.209  0.552
171 H 16.011 25.100 18.822  0.599
172 H 15.578 23.401 19.020  -0.444
173 H 13.743 24.817 16.134  0.176
174 H 14.167 25.667 17.711  0.409
175 H 13.505 24.053 17.658  0.211
176 C 20.856 27.887 22.648  -0.739
177 O 19.669 27.152 22.947  -0.350
178 C 19.624 26.608 24.295  -0.801
179 C 20.541 25.433 24.488  -0.646
180 N 19.948 24.190 23.948  0.539
181 C 20.744 22.988 23.970  -0.216
182 C 21.978 23.173 23.057  -1.105
183 O 21.600 23.743 21.767  -0.431
184 C 21.465 22.784 20.718  -0.216
185 H 21.291 28.449 23.474  0.352
186 H 20.464 28.623 21.945  0.248
187 H 21.543 27.210 22.139  0.221
188 H 18.583 26.383 24.526  0.257
189 H 19.825 27.422 24.992  0.486
190 H 20.590 25.252 25.562  0.301
191 H 21.617 25.539 24.348  0.497
192 H 19.911 24.350 22.952  0.260
193 H 20.176 22.155 23.555  -0.300
194 H 21.087 22.839 24.993  0.392
195 H 22.520 22.241 22.895  0.418
196 H 22.745 23.814 23.492  0.469
197 H 21.343 23.179 19.709  0.263
198 H 20.606 22.146 20.927  -0.093
199 H 22.355 22.154 20.694  0.388
200 C 15.048 21.840 15.190  -0.754
201 O 13.964 22.186 14.329  -0.183
202 C 14.283 22.962 13.218  -0.816
203 C 13.015 23.018 12.310  -0.441
204 N 12.792 21.697 11.727  -0.414
205 C 11.486 21.611 11.007  -0.743
206 C 10.370 21.551 12.081  -0.552
207 O 10.581 20.309 12.872  -0.271
208 C 9.430 19.790 13.530  -0.592
209 H 14.694 21.972 16.213  -0.102
210 H 15.900 22.510 15.079  0.573
211 H 15.463 20.864 14.936  0.348
212 H 15.063 22.485 12.624  0.373
213 H 14.599 23.956 13.535  0.437
214 H 13.194 23.761 11.533  0.409
215 H 12.237 23.307 13.018  0.221
216 H 12.782 21.031 12.486  0.258
217 H 11.430 20.708 10.400  0.337
218 H 11.333 22.501 10.396  0.385
219 H 9.474 21.440 11.470  0.487
220 H 10.266 22.414 12.738  0.331
221 H 8.842 19.305 12.751  0.323
222 H 8.816 20.595 13.933  0.339
223 H 9.759 19.014 14.222  -0.014
224 C 16.397 18.218 25.375  -0.401
225 O 15.462 17.462 26.167  -0.430
226 C 15.595 16.027 26.128  -0.309
227 C 17.043 15.485 26.183  -0.096
228 N 17.587 15.433 27.514  -0.349
229 C 19.010 15.075 27.706  0.377
230 C 19.330 14.675 29.142  -0.796
231 O 20.649 14.173 29.211  -0.197
232 C 21.009 13.556 30.435  -0.914
233 H 17.373 18.304 25.853  0.401
234 H 15.921 19.181 25.188  0.193
235 H 16.600 17.789 24.394  0.041
236 H 15.204 15.709 25.162  -0.098
237 H 14.992 15.563 26.907  0.354
238 H 17.700 16.009 25.490  -0.138
239 H 17.080 14.458 25.818  0.465
240 H 17.500 16.275 28.065  0.354
241 H 19.584 15.908 27.301  -0.326
242 H 19.204 14.317 26.947  0.112
243 H 18.681 13.864 29.472  0.428
244 H 19.121 15.485 29.842  0.342
245 H 20.864 14.330 31.188  0.337
246 H 22.064 13.373 30.640  0.275
247 H 20.400 12.668 30.607  0.333
248 C 11.470 19.996 24.776  -0.494
249 O 10.926 18.764 24.204  -0.335
250 C 11.659 17.591 24.532  -1.275
251 C 13.033 17.415 23.901  0.597
252 N 13.053 17.620 22.473  -0.014
253 C 14.382 17.599 21.824  2.280
254 C 15.092 16.240 21.923  -1.330
255 O 16.414 16.364 22.432  0.331
256 C 17.085 15.144 22.678  -0.823
257 H 12.555 20.013 24.669  0.083
258 H 11.247 19.990 25.843  0.352
259 H 10.983 20.838 24.285  0.181
260 H 11.068 16.705 24.300  0.399
261 H 11.757 17.454 25.609  0.474
262 H 13.382 16.400 24.091  0.341
263 H 13.724 18.095 24.399  -0.382
264 H 12.636 18.505 22.222  -0.087
265 H 14.974 18.351 22.345  -0.370
266 H 14.258 17.957 20.801  -1.125
267 H 15.243 15.984 20.875  0.265
268 H 14.543 15.437 22.415  0.638
269 H 17.964 15.310 23.301  -0.049
270 H 17.422 14.598 21.797  0.294
271 H 16.418 14.526 23.279  0.362